ORCA calculation (wB97M-V/def2-TZVPD) on a 2-piece molecular cluster, C4H8NO3 overall.

The gap between HOMO and LUMO comes out at 8.061 eV. The calculation puts the total energy at -11911.385 eV. As for the charge: -1. The LUMO energy is 3.9 eV. The value obtained for the HOMO energy is -4.20 eV. Its energy above the lowest of the compared OMol25 structures with the same formula, charge and spin is 1.909 eV.

CARTESIAN COORDINATES (ANGSTROEM)
C 1.54 0.54 0.26
C 1.71 0.83 -1.26
O 2.70 1.31 -1.78
N 0.75 0.25 -2.03
H 0.81 0.76 -2.94
H 0.02 -0.42 -1.84
H 0.77 1.13 0.96
H 2.50 0.65 0.80
H 1.14 -0.41 0.46
C -1.73 0.46 1.93
C -1.72 -0.92 1.02
O -0.79 -0.81 0.20
O -2.39 -1.86 1.36
H -1.39 1.37 1.60
H -1.21 0.15 2.83
H -2.84 0.39 2.34

ORCA calculation (wB97M-V/def2-TZVPD) on FNO2 as an isolated structure.

The gap between HOMO and LUMO comes out at 11.842 eV. The calculation puts the total energy at -8297.596 eV. The LUMO energy is -1.5 eV. The value obtained for the HOMO energy is -13.31 eV. Its energy above the lowest of the compared OMol25 structures with the same formula, charge and spin is 0.489 eV.

CARTESIAN COORDINATES (ANGSTROEM)
N -0.08 0.08 0.18
O -0.29 -0.81 0.91
O 0.13 1.31 0.20
F 0.23 -0.59 -1.29

ORCA calculation (wB97M-V/def2-TZVPD) on C22H31Br3N6O9 as an isolated structure.

The gap between HOMO and LUMO comes out at 6.737 eV. The calculation puts the total energy at -260814.502 eV. The LUMO energy is -1.1 eV. The value obtained for the HOMO energy is -7.83 eV. Its energy above the lowest of the compared OMol25 structures with the same formula, charge and spin is 0.000 eV.

CARTESIAN COORDINATES (ANGSTROEM)
C 3.48 3.71 0.42
Br 4.49 2.68 -0.92
Br 3.89 3.10 2.29
Br 1.58 3.71 -0.04
H 3.89 4.70 0.44
C -4.75 4.03 -1.80
C -6.04 4.27 -1.36
C -6.39 4.01 -0.04
C -5.41 3.53 0.83
C -4.09 3.36 0.41
C -3.74 3.62 -0.92
O -2.48 3.44 -1.40
O -7.69 4.15 0.33
H -4.64 4.13 -2.87
H -6.78 4.59 -2.08
H -5.69 3.36 1.86
H -3.30 2.97 1.04
H -1.99 2.81 -0.84
H -7.88 3.67 1.14
C 0.93 0.97 -4.91
C 1.81 0.09 -5.54
C 2.52 -0.85 -4.81
C 2.39 -0.89 -3.43
C 1.58 0.02 -2.77
C 0.88 0.98 -3.53
O 0.21 1.98 -2.91
O 3.36 -1.79 -5.38
H 0.36 1.64 -5.53
H 1.89 0.11 -6.62
H 2.87 -1.71 -2.91
H 1.37 0.09 -1.71
H 0.27 2.03 -1.95
H 3.23 -1.73 -6.33
C 3.43 -4.97 5.55
C 2.72 -3.91 5.00
C 1.40 -4.16 4.54
C 0.74 -5.29 4.95
C 1.43 -6.28 5.64
C 2.80 -6.19 5.78
O 3.47 -7.19 6.43
O 0.84 -3.24 3.70
H 4.50 -4.88 5.68
H 3.26 -3.01 4.73
H -0.31 -5.30 4.69
H 0.84 -7.16 5.87
H 4.29 -7.01 6.87
H 1.52 -2.63 3.39
C 3.47 -0.57 2.16
O 2.35 -0.84 2.60
N 4.40 0.03 2.92
N 3.83 -0.83 0.87
H 4.27 0.14 3.90
H 5.30 0.23 2.51
H 4.71 -0.55 0.48
H 3.23 -1.37 0.27
C -3.45 0.20 -4.28
O -3.91 -0.52 -5.16
N -2.29 -0.18 -3.64
N -3.97 1.36 -3.82
H -1.84 0.28 -2.87
H -1.98 -1.09 -3.92
H -4.75 1.76 -4.31
H -3.26 1.97 -3.43
C -1.08 0.32 0.18
O -1.56 0.93 -0.79
N -1.54 -0.89 0.57
N -0.02 0.75 0.91
H -2.29 -1.20 -0.03
H -1.49 -1.27 1.50
H 0.38 1.67 0.82
H 0.43 0.09 1.52